[1]
DFT (ωB97M-V/def2-TZVPD) results for a 8-piece molecular cluster, C58H62BF11N4O5 overall at a distorted geometry.

Values from the calculation:
DFT total energy = -107913.55355 eV
2S+1 = 1
Frontier orbital gap = 7.74 eV
Net charge = 0

Last columns: bonded neighbours and bond lengths (Å).
Element x y z (Å)
1 C 4.76 -0.60 2.84  C2 1.633, H31 1.149, H32 1.148, H33 1.147
2 C 3.61 0.50 3.19  C1 1.633, C3 1.603, H34 1.152, H35 1.158
3 C 2.20 -0.18 3.54  C2 1.603, C4 1.634, H36 1.157, H37 1.153
4 C 1.20 0.82 4.36  C3 1.634, N5 1.499, H38 1.141, H39 1.141
5 N 0.23 1.36 3.36  C4 1.499, C6 1.492, C21 1.465
6 C 0.56 2.75 2.92  N5 1.492, C7 1.604, H40 1.157, H41 1.139
7 C -0.37 3.63 3.89  C6 1.604, C8 1.614, B14 1.654, N17 1.515
8 C 0.39 4.09 5.24  C7 1.614, O9 1.448, H42 1.138, H43 1.159
9 O 1.83 4.18 5.13  C8 1.448, C10 1.400
10 C 2.29 5.45 4.78  O9 1.400, F11 1.438, F12 1.407, F13 1.436
11 F 2.14 5.75 3.38  C10 1.438
12 F 1.81 6.52 5.57  C10 1.407
13 F 3.71 5.43 4.98  C10 1.436
14 B -1.04 4.94 3.14  C7 1.654, O15 1.453, O16 1.459
15 O -0.88 5.18 1.71  B14 1.453, H44 0.991
16 O -1.79 5.97 3.85  B14 1.459, H45 0.991
17 N -1.54 2.68 4.02  C7 1.515, C18 1.488, C21 1.452
18 C -2.43 2.93 5.18  N17 1.488, O19 1.287, O20 1.371
19 O -3.52 3.57 4.96  C18 1.287
20 O -2.20 2.49 6.46  C18 1.371
21 C -1.20 1.30 3.68  N5 1.465, N17 1.452, N22 1.326
22 N -1.94 0.20 3.60  C21 1.326, N23 1.395, C27 1.512
23 N -3.30 0.25 3.89  N22 1.395, C24 1.321
24 C -4.01 0.79 2.92  N23 1.321, C25 1.597, C26 1.613
25 C -3.56 0.98 1.40  C24 1.597, H46 1.147, H47 1.149, H48 1.148
26 C -5.50 1.27 3.30  C24 1.613, H49 1.145, H50 1.153, H51 1.141
27 C -1.39 -1.15 3.19  N22 1.512, F28 1.438, C29 1.627, H52 1.151
28 F -0.49 -1.70 4.16  C27 1.438
29 C -2.58 -2.25 3.02  C27 1.627, C30 1.615, H53 1.154, H54 1.138
30 C -3.00 -2.92 4.43  C29 1.615, H55 1.147, H56 1.151, H57 1.154
31 H 4.24 -1.44 2.24  C1 1.149
32 H 5.62 -0.14 2.22  C1 1.148
33 H 5.17 -0.96 3.85  C1 1.147
34 H 3.97 1.18 4.05  C2 1.152
35 H 3.56 1.18 2.25  C2 1.158
36 H 1.69 -0.41 2.53  C3 1.157
37 H 2.31 -1.20 4.06  C3 1.153
38 H 1.85 1.61 4.87  C4 1.141
39 H 0.61 0.26 5.16  C4 1.141
40 H 0.29 2.88 1.80  C6 1.157
41 H 1.69 2.91 2.90  C6 1.139
42 H -0.14 5.03 5.62  C8 1.138
43 H 0.17 3.27 6.02  C8 1.159
44 H -1.03 6.15 1.56  O15 0.991
45 H -1.15 6.55 4.34  O16 0.991
46 H -4.43 1.28 0.71  C25 1.147
47 H -3.15 -0.03 1.05  C25 1.149
48 H -2.72 1.76 1.39  C25 1.148
49 H -5.65 2.39 3.10  C26 1.145
50 H -6.20 0.71 2.58  C26 1.153
51 H -5.78 0.96 4.36  C26 1.141
52 H -0.92 -1.06 2.14  C27 1.151
53 H -2.10 -3.10 2.40  C29 1.154
54 H -3.45 -1.87 2.40  C29 1.138
55 H -4.15 -2.99 4.44  C30 1.147
56 H -2.68 -2.28 5.33  C30 1.151
57 H -2.50 -3.95 4.56  C30 1.154
58 F -2.93 -3.75 0.58  C59 1.345
59 C -4.11 -4.38 0.45  F58 1.345, C60 1.386, C64 1.386
60 C -5.01 -3.95 -0.52  C59 1.386, C61 1.391, H65 1.084
61 C -6.22 -4.60 -0.67  C60 1.391, C62 1.393, H66 1.085
62 C -6.54 -5.68 0.16  C61 1.393, C63 1.392, H67 1.085
63 C -5.63 -6.10 1.13  C62 1.392, C64 1.391, H68 1.085
64 C -4.41 -5.45 1.27  C59 1.386, C63 1.391, H69 1.084
65 H -4.75 -3.10 -1.15  C60 1.084
66 H -6.93 -4.28 -1.42  C61 1.085
67 H -7.49 -6.19 0.05  C62 1.085
68 H -5.88 -6.93 1.78  C63 1.085
69 H -3.69 -5.77 2.02  C64 1.084
70 F -4.67 -7.66 -2.12  C71 1.343
71 C -3.34 -7.85 -1.97  F70 1.343, C72 1.386, C76 1.386
72 C -2.69 -8.74 -2.81  C71 1.386, C73 1.392, H77 1.084
73 C -1.32 -8.93 -2.66  C72 1.392, C74 1.393, H78 1.085
74 C -0.62 -8.24 -1.67  C73 1.393, C75 1.392, H79 1.084
75 C -1.29 -7.35 -0.83  C74 1.392, C76 1.392, H80 1.085
76 C -2.66 -7.15 -0.99  C71 1.386, C75 1.392, H81 1.085
77 H -3.24 -9.27 -3.57  C72 1.084
78 H -0.79 -9.61 -3.32  C73 1.085
79 H 0.45 -8.39 -1.55  C74 1.084
80 H -0.75 -6.82 -0.06  C75 1.085
81 H -3.20 -6.46 -0.35  C76 1.085
82 F 2.08 -8.99 -2.31  C83 1.345
83 C 2.58 -8.22 -3.29  F82 1.345, C84 1.386, C88 1.386
84 C 2.80 -6.87 -3.04  C83 1.386, C85 1.391, H89 1.084
85 C 3.32 -6.07 -4.05  C84 1.391, C86 1.393, H90 1.085
86 C 3.61 -6.62 -5.30  C85 1.393, C87 1.392, H91 1.084
87 C 3.37 -7.97 -5.54  C86 1.392, C88 1.391, H92 1.085
88 C 2.86 -8.78 -4.52  C83 1.386, C87 1.391, H93 1.084
89 H 2.57 -6.46 -2.07  C84 1.084
90 H 3.51 -5.02 -3.87  C85 1.085
91 H 4.01 -5.99 -6.09  C86 1.084
92 H 3.59 -8.40 -6.51  C87 1.085
93 H 2.68 -9.83 -4.69  C88 1.084
94 F -6.72 9.70 1.06  C95 1.343
95 C -6.00 9.34 2.14  F94 1.343, C96 1.386, C100 1.386
96 C -5.10 8.30 2.03  C95 1.386, C97 1.392, H101 1.084
97 C -4.34 7.93 3.14  C96 1.392, C98 1.393, H102 1.084
98 C -4.52 8.60 4.35  C97 1.393, C99 1.392, H103 1.085
99 C -5.43 9.64 4.45  C98 1.392, C100 1.391, H104 1.085
100 C -6.18 10.02 3.33  C95 1.386, C99 1.391, H105 1.084
101 H -4.98 7.78 1.08  C96 1.084
102 H -3.63 7.12 3.07  C97 1.084
103 H -3.93 8.31 5.22  C98 1.085
104 H -5.57 10.16 5.39  C99 1.085
105 H -6.89 10.83 3.39  C100 1.084
106 F 8.26 10.21 3.62  C107 1.342
107 C 7.09 9.57 3.48  F106 1.342, C108 1.386, C112 1.386
108 C 6.19 9.99 2.52  C107 1.386, C109 1.391, H113 1.084
109 C 4.98 9.32 2.38  C108 1.391, C110 1.393, H114 1.085
110 C 4.68 8.24 3.21  C109 1.393, C111 1.392, H115 1.085
111 C 5.59 7.83 4.17  C110 1.392, C112 1.391, H116 1.084
112 C 6.81 8.49 4.31  C107 1.386, C111 1.391, H117 1.084
113 H 6.44 10.84 1.89  C108 1.084
114 H 4.27 9.64 1.62  C109 1.085
115 H 3.74 7.72 3.10  C110 1.085
116 H 5.36 6.99 4.82  C111 1.084
117 H 7.54 8.18 5.05  C112 1.084
118 F 3.18 -4.03 -6.76  C119 1.344
119 C 2.38 -4.27 -7.81  F118 1.344, C120 1.386, C124 1.386
120 C 2.89 -4.15 -9.09  C119 1.386, C121 1.391, H125 1.083
121 C 2.06 -4.40 -10.18  C120 1.391, C122 1.393, H126 1.085
122 C 0.73 -4.77 -9.98  C121 1.393, C123 1.392, H127 1.085
123 C 0.23 -4.89 -8.68  C122 1.392, C124 1.391, H128 1.085
124 C 1.06 -4.64 -7.59  C119 1.386, C123 1.391, H129 1.084
125 H 3.92 -3.85 -9.24  C120 1.083
126 H 2.45 -4.32 -11.19  C121 1.085
127 H 0.09 -4.97 -10.83  C122 1.085
128 H -0.80 -5.17 -8.52  C123 1.085
129 H 0.69 -4.74 -6.58  C124 1.084
130 F 4.31 -1.74 -10.76  C131 1.343
131 C 4.45 -0.77 -9.84  F130 1.343, C132 1.386, C136 1.386
132 C 3.90 -0.95 -8.58  C131 1.386, C133 1.391, H137 1.082
133 C 4.05 0.05 -7.62  C132 1.391, C134 1.393, H138 1.085
134 C 4.74 1.22 -7.94  C133 1.393, C135 1.392, H139 1.085
135 C 5.27 1.39 -9.21  C134 1.392, C136 1.391, H140 1.085
136 C 5.13 0.39 -10.17  C131 1.386, C135 1.391, H141 1.084
137 H 3.37 -1.86 -8.35  C132 1.082
138 H 3.64 -0.09 -6.63  C133 1.085
139 H 4.85 2.00 -7.20  C134 1.085
140 H 5.80 2.30 -9.46  C135 1.085
141 H 5.55 0.50 -11.16  C136 1.084

=====

[2]
DFT (ωB97M-V/def2-TZVPD) results for a 12-piece molecular cluster, C58H66N4O34 overall at a distorted geometry.

Values from the calculation:
Structure (SMILES) = O=C1C=C(O)C(=O)C=C1O.O=C1C=C(O)C(=O)C=C1O.O=C1C=C(O)C(=O)C=C1O.O=C1C=C(O)C(=O)C=C1O.O=C1C=C(O)C(=O)C=C1O.O=C1C=C(O)C(=O)C=C1O.O=C1C=C(O)C(=O)C=C1O.CN(C)C=O.CN(C)C=O.CN(C)C=O.CN(C)C=O.COCCOC
DFT total energy = -136777.52287 eV
2S+1 = 1
Frontier orbital gap = 7.25 eV
Relative energy (zero: lowest compared OMol25 entry of this formula, charge and spin) = 595.6 kJ/mol
Net charge = 0

Last columns: bonded neighbours and bond lengths (Å).
Element x y z (Å)
1 O -1.84 -7.77 8.27  C2 1.228
2 C -2.53 -6.76 8.28  O1 1.228, C3 1.420, C9 1.517
3 C -3.92 -6.61 8.00  C2 1.420, C4 1.365, H11 1.080
4 C -4.59 -5.43 7.90  C3 1.365, O5 1.367, C6 1.498
5 O -5.91 -5.33 7.58  C4 1.367, H12 0.960
6 C -3.91 -4.12 8.18  C4 1.498, O7 1.239, C8 1.479
7 O -4.39 -2.99 8.02  C6 1.239
8 C -2.53 -4.25 8.71  C6 1.479, C9 1.338, H13 1.080
9 C -1.90 -5.43 8.67  C2 1.517, C8 1.338, O10 1.369
10 O -0.56 -5.56 8.92  C9 1.369, H14 0.960
11 H -4.45 -7.50 7.71  C3 1.080
12 H -6.35 -6.08 7.16  O5 0.960
13 H -1.94 -3.39 8.98  C8 1.080
14 H -0.42 -6.50 8.83  O10 0.960
15 O -0.62 -15.01 -2.38  C16 1.238
16 C -1.22 -16.09 -2.47  O15 1.238, C17 1.549, C23 1.453
17 C -2.53 -16.34 -1.67  C16 1.549, C18 1.378, H25 1.080
18 C -3.41 -17.35 -1.97  C17 1.378, O19 1.338, C20 1.423
19 O -4.54 -17.57 -1.28  C18 1.338, H26 0.960
20 C -3.20 -18.37 -2.94  C18 1.423, O21 1.239, C22 1.478
21 O -3.96 -19.31 -3.20  C20 1.239
22 C -1.88 -18.23 -3.60  C20 1.478, C23 1.416, H27 1.080
23 C -0.97 -17.16 -3.42  C16 1.453, C22 1.416, O24 1.334
24 O 0.09 -17.01 -4.22  C23 1.334, H28 0.960
25 H -2.73 -15.63 -0.88  C17 1.080
26 H -4.91 -18.42 -1.53  O19 0.960
27 H -1.55 -18.80 -4.45  C22 1.080
28 H 0.36 -16.09 -4.24  O24 0.960
29 O -9.51 -4.49 -1.59  C30 1.159
30 C -8.48 -4.10 -1.94  O29 1.159, C31 1.447, C37 1.509
31 C -7.87 -4.34 -3.23  C30 1.447, C32 1.372, H39 1.080
32 C -6.55 -4.14 -3.55  C31 1.372, O33 1.345, C34 1.506
33 O -6.05 -4.62 -4.70  C32 1.345, H40 0.960
34 C -5.59 -3.39 -2.66  C32 1.506, O35 1.285, C36 1.427
35 O -4.36 -3.12 -2.92  C34 1.285
36 C -6.22 -3.01 -1.45  C34 1.427, C37 1.334, H41 1.080
37 C -7.49 -3.29 -1.13  C30 1.509, C36 1.334, O38 1.343
38 O -7.92 -2.76 0.02  C37 1.343, H42 0.960
39 H -8.55 -4.81 -3.92  C31 1.080
40 H -5.27 -4.12 -4.98  O33 0.960
41 H -5.66 -2.34 -0.81  C36 1.080
42 H -8.79 -3.12 0.24  O38 0.960
43 O -1.75 -9.77 -6.11  C44 1.229
44 C -2.23 -10.53 -6.95  O43 1.229, C45 1.485, C51 1.494
45 C -2.83 -11.85 -6.64  C44 1.485, C46 1.385, H53 1.080
46 C -3.18 -12.79 -7.61  C45 1.385, O47 1.376, C48 1.469
47 O -3.85 -13.94 -7.27  C46 1.376, H54 0.960
48 C -3.00 -12.55 -9.04  C46 1.469, O49 1.209, C50 1.497
49 O -3.22 -13.36 -9.91  C48 1.209
50 C -2.35 -11.24 -9.34  C48 1.497, C51 1.351, H55 1.080
51 C -2.08 -10.29 -8.42  C44 1.494, C50 1.351, O52 1.366
52 O -1.40 -9.14 -8.69  C51 1.366, H56 0.960
53 H -3.07 -11.98 -5.60  C45 1.080
54 H -4.30 -14.33 -8.02  O47 0.960
55 H -2.08 -11.07 -10.37  C50 1.080
56 H -1.35 -8.65 -7.86  O52 0.960
57 O -14.02 -9.21 3.39  C58 1.225
58 C -14.45 -8.08 3.53  O57 1.225, C59 1.456, C65 1.552
59 C -13.66 -6.86 3.48  C58 1.456, C60 1.338, H67 1.080
60 C -14.13 -5.61 3.49  C59 1.338, O61 1.384, C62 1.501
61 O -13.30 -4.57 3.09  C60 1.384, H68 0.960
62 C -15.55 -5.22 3.75  C60 1.501, O63 1.179, C64 1.484
63 O -16.03 -4.14 3.77  C62 1.179
64 C -16.39 -6.42 3.95  C62 1.484, C65 1.410, H69 1.080
65 C -15.95 -7.75 3.81  C58 1.552, C64 1.410, O66 1.390
66 O -16.82 -8.84 3.80  C65 1.390, H70 0.960
67 H -12.66 -7.04 3.12  C59 1.080
68 H -13.76 -3.72 3.12  O61 0.960
69 H -17.45 -6.34 4.15  C64 1.080
70 H -16.67 -9.27 2.96  O66 0.960
71 O -4.97 -14.64 8.88  C72 1.244
72 C -5.48 -15.22 7.90  O71 1.244, C73 1.399, C79 1.532
73 C -5.20 -14.85 6.59  C72 1.399, C74 1.352, H81 1.080
74 C -5.80 -15.41 5.51  C73 1.352, O75 1.371, C76 1.497
75 O -5.57 -14.89 4.26  C74 1.371, H82 0.960
76 C -6.75 -16.56 5.58  C74 1.497, O77 1.263, C78 1.482
77 O -7.14 -17.16 4.55  C76 1.263
78 C -6.85 -17.12 6.95  C76 1.482, C79 1.367, H83 1.080
79 C -6.29 -16.52 8.04  C72 1.532, C78 1.367, O80 1.373
80 O -6.39 -16.93 9.35  C79 1.373, H84 0.960
81 H -4.58 -13.99 6.39  C73 1.080
82 H -6.30 -14.94 3.65  O75 0.960
83 H -7.41 -18.04 7.07  C78 1.080
84 H -5.92 -16.29 9.88  O80 0.960
85 O 7.86 -7.39 3.58  C86 1.210
86 C 6.73 -7.10 3.90  O85 1.210, C87 1.487, C93 1.479
87 C 6.39 -5.68 4.17  C86 1.487, C88 1.371, H95 1.080
88 C 5.09 -5.26 4.29  C87 1.371, O89 1.404, C90 1.518
89 O 4.76 -3.90 4.45  C88 1.404, H96 0.960
90 C 3.91 -6.20 4.26  C88 1.518, O91 1.259, C92 1.441
91 O 2.69 -5.88 4.21  C90 1.259
92 C 4.31 -7.58 4.15  C90 1.441, C93 1.371, H97 1.080
93 C 5.58 -8.02 3.85  C86 1.479, C92 1.371, O94 1.345
94 O 5.83 -9.33 3.74  C93 1.345, H98 0.960
95 H 7.17 -4.93 4.24  C87 1.080
96 H 3.81 -3.78 4.40  O89 0.960
97 H 3.50 -8.29 4.23  C92 1.080
98 H 6.77 -9.46 3.59  O94 0.960
99 C -3.18 1.48 2.88  N100 1.429, H104 1.090, H105 1.090, H106 1.090
100 N -1.82 1.15 3.18  C99 1.429, C101 1.465, C102 1.334
101 C -0.86 2.26 3.22  N100 1.465, H107 1.090, H108 1.090, H109 1.090
102 C -1.52 -0.10 3.51  N100 1.334, O103 1.258, H110 1.101
103 O -0.33 -0.51 3.62  C102 1.258
104 H -3.24 1.75 1.82  C99 1.090
105 H -3.59 2.24 3.54  C99 1.090
106 H -3.83 0.61 2.90  C99 1.090
107 H -0.91 2.81 4.16  C101 1.090
108 H 0.20 2.02 3.29  C101 1.090
109 H -0.96 2.93 2.37  C101 1.090
110 H -2.45 -0.68 3.66  C102 1.101
111 C -10.11 -11.13 -3.16  N112 1.490, H116 1.090, H117 1.090, H118 1.090
112 N -9.43 -12.17 -2.34  C111 1.490, C113 1.454, C114 1.348
113 C -8.23 -12.77 -2.91  N112 1.454, H119 1.090, H120 1.090, H121 1.090
114 C -9.84 -12.30 -1.06  N112 1.348, O115 1.232, H122 1.101
115 O -9.40 -13.04 -0.19  C114 1.232
116 H -9.51 -10.35 -3.64  C111 1.090
117 H -11.00 -10.74 -2.68  C111 1.090
118 H -10.43 -11.55 -4.11  C111 1.090
119 H -7.39 -12.09 -3.08  C113 1.090
120 H -7.86 -13.53 -2.23  C113 1.090
121 H -8.42 -13.43 -3.76  C113 1.090
122 H -10.70 -11.65 -0.85  C114 1.101
123 C 1.25 -16.70 3.05  N124 1.420, H128 1.090, H129 1.090, H130 1.090
124 N 2.09 -15.69 2.50  C123 1.420, C125 1.478, C126 1.331
125 C 1.85 -14.33 3.00  N124 1.478, H131 1.090, H132 1.090, H133 1.090
126 C 2.97 -15.94 1.53  N124 1.331, O127 1.268, H134 1.101
127 O 3.21 -16.99 0.88  C126 1.268
128 H 0.18 -16.52 2.95  C123 1.090
129 H 1.42 -16.71 4.12  C123 1.090
130 H 1.46 -17.73 2.74  C123 1.090
131 H 2.69 -13.67 2.78  C125 1.090
132 H 0.94 -13.99 2.50  C125 1.090
133 H 1.54 -14.34 4.05  C125 1.090
134 H 3.45 -15.02 1.17  C126 1.101
135 C -3.75 -9.12 0.57  N136 1.448, H140 1.090, H141 1.090, H142 1.090
136 N -4.62 -8.22 1.31  C135 1.448, C137 1.434, C138 1.385
137 C -4.09 -6.92 1.59  N136 1.434, H143 1.090, H144 1.090, H145 1.090
138 C -5.70 -8.67 2.05  N136 1.385, O139 1.213, H146 1.101
139 O -6.18 -8.10 3.01  C138 1.213
140 H -2.89 -9.31 1.21  C135 1.090
141 H -3.29 -8.67 -0.31  C135 1.090
142 H -4.24 -10.08 0.39  C135 1.090
143 H -3.42 -7.16 2.42  C137 1.090
144 H -3.45 -6.50 0.82  C137 1.090
145 H -4.78 -6.24 2.09  C137 1.090
146 H -6.12 -9.66 1.85  C138 1.101
147 C 2.20 -7.80 -1.29  O148 1.427, H153 1.090, H154 1.090, H155 1.090
148 O 3.60 -8.00 -1.48  C147 1.427, C149 1.453
149 C 3.94 -9.39 -1.73  O148 1.453, C150 1.618, H156 1.090, H157 1.090
150 C 3.52 -9.74 -3.26  C149 1.618, O151 1.417, H158 1.090, H159 1.090
151 O 4.23 -9.08 -4.28  C150 1.417, C152 1.401
152 C 3.75 -7.82 -4.65  O151 1.401, H160 1.090, H161 1.090, H162 1.090
153 H 2.07 -6.76 -1.00  C147 1.090
154 H 1.73 -8.44 -0.55  C147 1.090
155 H 1.59 -7.79 -2.19  C147 1.090
156 H 3.55 -10.04 -0.94  C149 1.090
157 H 5.03 -9.37 -1.70  C149 1.090
158 H 2.48 -9.56 -3.53  C150 1.090
159 H 3.60 -10.82 -3.25  C150 1.090
160 H 2.81 -7.89 -5.19  C152 1.090
161 H 4.52 -7.39 -5.29  C152 1.090
162 H 3.73 -7.03 -3.89  C152 1.090